# 1
C5H6O3 | ωB97M-V with the def2-TZVPD basis set

## Properties
* SMILES string: O=C(O)/C=C\[C@@H]1CO1
* gap between HOMO and LUMO: 9.88 eV
* E_LUMO: 0.00 eV
* F_max: 6.55 eV Å⁻¹
* energy above the lowest of the compared OMol25 structures with the same formula, charge and spin: 69.6 kcal/mol

XYZ file:
```
14
Properties=species:S:1:pos:R:3:forces:R:3
C 1.997 -0.380 -0.118 4.213 3.456 1.994
C 1.208 0.951 -0.056 0.285 -1.164 -1.021
C -0.106 1.020 -0.437 3.324 5.022 2.569
C -1.250 0.239 -0.481 -1.332 -4.809 2.451
C -1.627 -0.576 0.795 1.406 0.383 -0.889
H 0.522 -1.484 -0.807 1.749 0.215 1.396
H 1.949 1.798 0.245 -1.997 -1.385 -0.780
H -0.577 2.069 -0.249 1.221 -1.276 -0.707
H -2.051 0.707 -0.976 -1.174 -0.111 -0.825
H -2.716 -0.513 1.133 1.582 -0.757 -0.809
H -0.812 -0.725 1.625 -1.740 0.529 -1.717
O 1.473 -1.496 -0.402 -3.224 -2.593 -1.995
O 3.212 -0.345 0.207 -2.985 0.210 -0.767
O -1.221 -1.265 -0.479 -1.327 2.282 1.100
```
Forces are in eV/Å.

Mulliken atomic charge list, values in e, 5 entries: 0.54, -0.15, -0.36, -0.11, -0.21

---

# 2
C5H6O3 | ωB97M-V with the def2-TZVPD basis set

## Properties
* SMILES string: C=C(O)[C@]1(O)OC1=C
* gap between HOMO and LUMO: 9.44 eV
* E_LUMO: 0.45 eV
* F_max: 4.05 eV Å⁻¹
* energy above the lowest of the compared OMol25 structures with the same formula, charge and spin: 100.2 kcal/mol

XYZ file:
```
14
Properties=species:S:1:pos:R:3:forces:R:3
C 0.325 -0.615 -0.808 -2.713 2.967 0.454
C -0.875 -0.346 0.191 -0.614 -2.515 -0.096
C 1.241 0.385 -0.357 0.993 -1.937 -0.749
C -0.878 -0.836 1.433 0.295 0.349 -0.423
C 1.875 1.434 0.076 0.875 -0.514 0.049
O -0.076 -0.652 -2.175 0.514 -0.359 1.299
O -1.949 0.299 -0.389 0.457 -0.270 -0.113
O 1.431 -1.317 -0.406 -0.029 2.373 -0.265
H -0.983 -0.310 -2.236 0.209 -0.140 0.219
H -2.712 0.259 0.210 0.361 0.043 -0.141
H 0.039 -1.254 1.832 -0.195 -0.227 -0.137
H -1.748 -0.783 2.078 0.098 0.252 0.021
H 1.353 2.337 0.370 -0.097 0.052 -0.647
H 2.956 1.400 0.181 -0.154 -0.074 0.528
```
Forces are in eV/Å.

Mulliken atomic charge list, values in e, 5 entries: 1.24, 0.54, 0.01, -1.11, -0.83